No. 1
{"formula": "C55H44F2MnN5O2P2SSe2", "method": "ωB97M-V/def2-TZVPD", "de_lowest_ev": 0.0000, "e_tot_ha": -9781.13620, "homo_ev": [-4.259, -5.597], "gap_ev": [6.45, 7.79], "fmax_ha_per_bohr": 0.01044, "charge": -1, "spin_multiplicity": 6, "symbols": ["Mn", "O", "C", "C", "C", "C", "C", "C", "C", "C", "N", "H", "H", "H", "H", "H", "H", "H", "H", "H", "H", "H", "F", "C", "C", "C", "C", "C", "F", "C", "C", "C", "C", "C", "C", "N", "H", "H", "H", "H", "H", "H", "Se", "P", "C", "C", "C", "C", "C", "C", "C", "C", "C", "C", "C", "C", "C", "C", "N", "N", "N", "P", "Se", "C", "C", "C", "C", "C", "C", "C", "C", "C", "C", "C", "C", "H", "H", "H", "H", "H", "H", "H", "H", "H", "H", "H", "H", "H", "H", "H", "H", "H", "H", "H", "H", "C", "C", "O", "S", "C", "C", "C", "C", "C", "C", "C", "C", "H", "H", "H", "H", "H", "H", "H"], "xyz": [[-1.3792, 1.5607, 0.2432], [0.9847, 3.5847, -0.4078], [1.8418, 3.2185, -1.4696], [1.1809, 3.6415, -2.7636], [-0.2121, 3.0130, -2.9231], [-1.3454, 3.8060, -2.3279], [-1.7610, 4.9970, -2.9241], [-2.8648, 5.6610, -2.4261], [-3.5549, 5.1107, -1.3551], [-3.0775, 3.9321, -0.8149], [-1.9859, 3.3132, -1.2678], [1.3125, 3.1622, 0.4084], [1.9879, 2.1318, -1.4794], [2.8261, 3.6908, -1.3609], [1.8191, 3.3303, -3.5947], [1.1097, 4.7330, -2.8038], [-0.2217, 2.0094, -2.4919], [-0.4340, 2.9023, -3.9883], [-1.2213, 5.3772, -3.7824], [-3.1981, 6.5866, -2.8794], [-4.4394, 5.5783, -0.9462], [-3.5788, 3.4495, 0.0171], [-2.1140, -2.6885, 3.8037], [-1.9049, -1.3581, 3.6366], [-1.7547, -0.8340, 2.3726], [-1.5212, 0.5326, 2.1992], [-1.4546, 1.3523, 3.3420], [-1.6447, 0.7740, 4.5964], [-1.6573, 1.5212, 5.7392], [-1.8619, -0.5754, 4.7771], [-1.1753, 2.7993, 3.1344], [-0.7959, 3.6721, 4.1607], [-0.5165, 4.9926, 3.8754], [-0.6158, 5.4441, 2.5687], [-0.9818, 4.5267, 1.6045], [-1.2551, 3.2481, 1.8659], [-1.8305, -1.4983, 1.5169], [-2.0111, -0.9900, 5.7634], [-0.6952, 3.3045, 5.1668], [-0.2086, 5.6611, 4.6702], [-0.3968, 6.4664, 2.2938], [-1.0303, 4.8160, 0.5637], [2.6828, -4.0514, 1.3567], [2.5077, -2.9937, -0.4501], [4.1107, -2.6289, -1.2441], [5.3040, -2.8846, -0.5864], [6.5144, -2.6302, -1.2208], [6.5285, -2.1328, -2.5138], [5.3323, -1.8701, -3.1736], [4.1262, -2.1102, -2.5380], [1.6774, -4.0134, -1.7139], [0.3084, -4.0230, -1.9598], [-0.2284, -4.9462, -2.8478], [0.5860, -5.8660, -3.4882], [1.9510, -5.8726, -3.2312], [2.4911, -4.9562, -2.3457], [1.6722, -1.4011, -0.3697], [1.7687, -0.2687, 0.4640], [0.8072, 0.5715, 0.0429], [0.1647, 0.0086, -0.9636], [0.6655, -1.1768, -1.2343], [2.8283, 0.3733, 1.7705], [2.2298, 2.2668, 2.5180], [2.8736, -0.8450, 3.0997], [4.0176, -1.5155, 3.5088], [3.9507, -2.4097, 4.5676], [2.7397, -2.6515, 5.1964], [1.5911, -1.9899, 4.7787], [1.6574, -1.0769, 3.7422], [4.4856, 0.5388, 1.0496], [4.6593, 0.5562, -0.3289], [5.8975, 0.8722, -0.8717], [6.9699, 1.1541, -0.0415], [6.8016, 1.1382, 1.3381], [5.5616, 0.8501, 1.8812], [5.2687, -3.2947, 0.4167], [7.4450, -2.8260, -0.7033], [7.4720, -1.9417, -3.0104], [5.3419, -1.4784, -4.1832], [3.1904, -1.9094, -3.0491], [-0.3330, -3.3044, -1.4740], [-1.2947, -4.9383, -3.0343], [0.1599, -6.5812, -4.1807], [2.5958, -6.5948, -3.7159], [3.5539, -4.9804, -2.1374], [4.9567, -1.3682, 2.9921], [4.8422, -2.9383, 4.8808], [2.6865, -3.3640, 6.0102], [0.6392, -2.1839, 5.2559], [0.7634, -0.5504, 3.4230], [3.8235, 0.3364, -0.9803], [6.0201, 0.8920, -1.9466], [7.9362, 1.3960, -0.4665], [7.6330, 1.3725, 1.9909], [5.4168, 0.8963, 2.9536], [-10.0817, -0.9050, -1.3498], [-10.3186, -2.2511, -1.9862], [-11.4242, -2.6605, -2.2400], [-8.9394, -3.2984, -2.4174], [-7.4979, -2.3654, -1.9805], [-6.9360, -1.4781, -2.8938], [-5.8186, -0.7376, -2.5519], [-5.2253, -0.8642, -1.2882], [-5.7904, -1.7785, -0.3869], [-6.9058, -2.5204, -0.7293], [-4.0826, -0.0917, -0.9261], [-3.1055, 0.5601, -0.5856], [-10.8703, -0.7395, -0.6177], [-10.1822, -0.1511, -2.1330], [-9.1037, -0.8023, -0.8908], [-7.3850, -1.3660, -3.8731], [-5.3837, -0.0456, -3.2608], [-5.3331, -1.8938, 0.5869], [-7.3300, -3.2224, -0.0220]], "atomic_forces_ev_per_a": [[-0.09, -0.50, 0.17], [0.01, 0.04, 0.04], [-0.02, -0.02, 0.03], [-0.01, 0.00, -0.03], [-0.01, -0.01, 0.00], [-0.02, -0.01, -0.02], [0.00, -0.02, 0.00], [-0.01, 0.03, -0.02], [0.01, -0.03, 0.01], [-0.01, 0.03, -0.04], [0.12, -0.01, 0.07], [-0.01, 0.00, 0.00], [0.02, 0.03, -0.01], [0.00, 0.02, -0.01], [0.00, 0.00, 0.00], [0.01, 0.00, 0.00], [0.00, 0.00, -0.01], [0.00, 0.00, 0.00], [0.00, 0.01, 0.00], [0.00, 0.00, 0.00], [0.00, 0.00, 0.00], [0.01, 0.01, 0.01], [0.00, 0.00, 0.00], [-0.03, -0.01, 0.04], [0.01, 0.03, -0.03], [0.09, 0.15, -0.07], [0.00, 0.05, -0.01], [-0.01, -0.01, 0.00], [0.00, 0.00, 0.00], [0.00, 0.00, -0.04], [-0.01, -0.04, 0.01], [-0.01, -0.02, -0.02], [0.00, 0.01, 0.00], [0.00, -0.01, 0.01], [0.04, -0.02, 0.00], [-0.03, 0.05, 0.07], [0.00, -0.01, 0.01], [0.00, 0.00, 0.00], [0.00, 0.00, 0.01], [0.00, 0.00, 0.00], [0.00, 0.00, 0.00], [0.01, 0.01, 0.00], [0.04, 0.07, 0.05], [-0.01, -0.01, 0.05], [0.00, 0.01, 0.04], [0.00, 0.00, 0.00], [0.00, -0.01, 0.00], [0.01, 0.01, 0.00], [0.00, 0.03, 0.01], [-0.03, 0.02, -0.02], [0.12, -0.04, -0.04], [0.00, 0.02, 0.07], [-0.03, 0.04, 0.04], [0.05, -0.01, 0.01], [-0.04, -0.02, -0.02], [-0.03, 0.02, -0.01], [-0.08, -0.04, 0.08], [-0.09, 0.09, 0.01], [-0.05, 0.08, -0.15], [0.16, 0.09, -0.06], [-0.01, -0.01, -0.04], [0.07, 0.02, -0.02], [0.01, -0.03, -0.02], [-0.04, -0.01, 0.01], [0.03, -0.03, -0.02], [-0.01, -0.02, -0.01], [-0.01, 0.00, 0.00], [0.01, -0.01, 0.01], [0.00, 0.00, -0.01], [-0.02, -0.04, 0.01], [0.01, -0.01, 0.00], [0.01, -0.01, -0.02], [0.01, -0.01, 0.00], [-0.01, 0.00, 0.00], [0.01, 0.02, 0.00], [0.00, 0.00, 0.00], [0.00, 0.00, 0.00], [0.00, 0.00, 0.00], [0.00, 0.00, 0.00], [0.00, 0.00, 0.01], [-0.01, 0.00, -0.01], [0.00, 0.00, -0.01], [0.00, 0.00, 0.00], [0.00, 0.00, 0.00], [-0.01, 0.00, -0.01], [-0.03, -0.02, 0.00], [0.00, 0.00, 0.00], [0.00, 0.00, 0.00], [0.00, 0.00, 0.00], [0.03, 0.00, 0.00], [0.00, 0.00, 0.00], [0.00, -0.01, -0.01], [0.00, 0.00, 0.00], [0.00, 0.00, 0.00], [0.00, 0.01, -0.01], [-0.01, 0.00, -0.02], [-0.03, -0.01, 0.02], [0.01, -0.01, 0.03], [0.00, -0.02, -0.01], [0.02, 0.03, -0.01], [0.00, 0.02, 0.00], [0.00, 0.00, 0.00], [0.00, -0.01, -0.01], [0.03, 0.01, -0.01], [-0.02, -0.02, 0.01], [-0.02, 0.02, 0.00], [-0.14, 0.04, -0.05], [-0.02, 0.00, -0.02], [0.04, 0.02, 0.01], [0.00, -0.01, 0.00], [0.00, -0.01, 0.00], [0.00, 0.00, 0.00], [0.00, 0.00, 0.00], [-0.01, 0.00, 0.00]]}

---

No. 2
{"formula": "C47H59NOPSi", "method": "ωB97M-V/def2-TZVPD", "e_tot_ha": -2586.97675, "homo_ev": -10.545, "gap_ev": 7.51, "fmax_ha_per_bohr": 0.01574, "charge": 1, "symbols": ["C", "Si", "C", "C", "O", "C", "C", "P", "N", "H", "H", "H", "H", "H", "H", "H", "H", "H", "H", "H", "H", "H", "H", "H", "H", "H", "C", "C", "C", "C", "C", "C", "H", "H", "H", "H", "H", "H", "C", "C", "C", "C", "C", "C", "H", "H", "H", "H", "H", "H", "C", "C", "C", "C", "C", "C", "H", "H", "H", "H", "H", "H", "C", "C", "C", "C", "C", "C", "H", "H", "H", "H", "H", "H", "C", "C", "C", "C", "C", "C", "H", "H", "H", "H", "H", "H", "C", "C", "C", "C", "C", "C", "H", "H", "H", "H", "H", "H", "C", "C", "C", "C", "C", "C", "H", "H", "H", "H", "H", "H"], "xyz": [[-2.9213, 1.5085, -3.1916], [-1.1557, 1.9819, -2.9085], [-0.6393, 3.2806, -4.1101], [-0.0586, 0.4643, -3.0399], [-1.0548, 2.6642, -1.3709], [-0.4306, 2.1363, -0.2514], [-1.2966, 1.0100, 0.3577], [-0.5103, 0.2034, 1.7361], [0.2759, -1.1631, 1.2537], [-3.5791, 2.3723, -3.0672], [-3.2736, 0.7206, -2.5216], [-3.0398, 1.1513, -4.2174], [-0.7779, 2.9047, -5.1279], [-1.2588, 4.1739, -4.0023], [0.4030, 3.5828, -4.0001], [0.4498, 0.1549, -2.1231], [0.7230, 0.6328, -3.7822], [-0.6578, -0.3842, -3.3761], [0.5772, 1.7576, -0.4807], [-0.3109, 2.9367, 0.4848], [-1.5251, 0.2342, -0.3794], [-2.2457, 1.4187, 0.7134], [0.2936, 1.1414, 2.3936], [-1.4375, -0.2023, 2.6901], [0.8224, -1.5961, 1.9983], [0.8963, -1.0015, 0.4604], [0.4308, -5.7702, 4.7979], [-0.2059, -4.5567, 4.5789], [0.1845, -3.7613, 3.5104], [1.1983, -4.1796, 2.6612], [1.8283, -5.3963, 2.8766], [1.4462, -6.1895, 3.9484], [0.1307, -6.3932, 5.6300], [-1.0014, -4.2350, 5.2381], [-0.3295, -2.8207, 3.3385], [1.5064, -3.5794, 1.8111], [2.6103, -5.7194, 2.2018], [1.9363, -7.1391, 4.1173], [0.6820, 8.0910, -0.7011], [2.0346, 7.8840, -0.9364], [2.5038, 6.6093, -1.2219], [1.6163, 5.5432, -1.2707], [0.2630, 5.7476, -1.0343], [-0.2035, 7.0238, -0.7492], [0.3184, 9.0864, -0.4819], [2.7233, 8.7179, -0.9008], [3.5576, 6.4500, -1.4101], [1.9827, 4.5498, -1.5049], [-0.4157, 4.9077, -1.0811], [-1.2584, 7.1880, -0.5674], [-6.7478, 4.5004, -1.7985], [-5.3641, 4.6105, -1.8053], [-4.7493, 5.6352, -2.5114], [-5.5184, 6.5539, -3.2124], [-6.9020, 6.4444, -3.2059], [-7.5162, 5.4185, -2.5005], [-7.2279, 3.7019, -1.2467], [-4.7593, 3.8999, -1.2536], [-3.6690, 5.7208, -2.5134], [-5.0402, 7.3541, -3.7623], [-7.5049, 7.1592, -3.7507], [-8.5956, 5.3370, -2.5039], [-12.5146, 6.5411, -2.0907], [-13.5039, 6.1878, -2.9977], [-13.4583, 4.9526, -3.6295], [-12.4237, 4.0694, -3.3548], [-11.4347, 4.4227, -2.4471], [-11.4797, 5.6579, -1.8155], [-12.5506, 7.5041, -1.5977], [-14.3118, 6.8754, -3.2119], [-14.2302, 4.6782, -4.3368], [-12.3888, 3.1061, -3.8472], [-10.6295, 3.7309, -2.2307], [-10.7091, 5.9343, -1.1061], [0.6713, -4.7155, -1.3527], [1.7181, -5.5188, -1.7824], [2.9277, -4.9473, -2.1546], [3.0940, -3.5709, -2.1002], [2.0446, -2.7659, -1.6763], [0.8351, -3.3372, -1.3023], [-0.2663, -5.1624, -1.0490], [1.5918, -6.5927, -1.8250], [3.7424, -5.5754, -2.4906], [4.0361, -3.1265, -2.3931], [2.1825, -1.6897, -1.6528], [0.0102, -2.7229, -0.9618], [6.1188, -5.2484, 1.8922], [5.2226, -5.7128, 0.9395], [5.3875, -6.9737, 0.3824], [6.4527, -7.7708, 0.7777], [7.3503, -7.3059, 1.7291], [7.1844, -6.0454, 2.2865], [5.9900, -4.2658, 2.3288], [4.3923, -5.0899, 0.6253], [4.6868, -7.3351, -0.3601], [6.5839, -8.7538, 0.3442], [8.1807, -7.9287, 2.0369], [7.8851, -5.6829, 3.0274], [9.3819, -4.9279, 6.9023], [9.3292, -5.6925, 5.7449], [10.2292, -5.4539, 4.7154], [11.1818, -4.4522, 4.8413], [11.2341, -3.6884, 5.9990], [10.3344, -3.9263, 7.0290], [8.6840, -5.1165, 7.7080], [8.5894, -6.4776, 5.6480], [10.1929, -6.0523, 3.8132], [11.8849, -4.2693, 4.0390], [11.9794, -2.9101, 6.1004], [10.3785, -3.3330, 7.9332]], "atomic_forces_ev_per_a": [[-0.16, 0.05, 0.03], [0.01, 0.00, -0.19], [-0.03, 0.15, -0.10], [0.03, -0.04, 0.07], [0.10, -0.15, 0.27], [0.02, 0.02, -0.10], [-0.09, 0.07, -0.06], [-0.06, -0.15, 0.05], [0.50, 0.62, 0.14], [0.00, -0.02, -0.02], [0.02, -0.02, -0.01], [-0.04, -0.03, 0.01], [0.03, 0.03, 0.01], [0.01, 0.00, -0.01], [0.02, -0.03, 0.04], [-0.02, 0.03, 0.04], [0.01, -0.03, -0.01], [0.05, -0.04, -0.02], [-0.06, -0.02, -0.01], [0.01, -0.02, 0.01], [0.02, 0.02, 0.01], [0.00, 0.03, -0.05], [0.00, 0.06, 0.04], [-0.01, -0.02, 0.06], [-0.16, -0.25, -0.08], [-0.14, -0.22, -0.08], [-0.02, 0.00, 0.01], [0.06, -0.01, 0.02], [-0.05, 0.03, 0.00], [0.02, 0.05, -0.05], [0.04, 0.00, -0.02], [-0.01, -0.01, -0.02], [0.00, 0.00, 0.00], [0.00, 0.00, 0.00], [-0.05, -0.03, 0.02], [-0.03, -0.05, -0.05], [0.02, -0.04, 0.06], [0.00, 0.00, 0.01], [0.02, 0.01, 0.00], [0.00, 0.00, 0.00], [-0.01, 0.01, 0.00], [0.01, -0.02, -0.01], [0.10, 0.00, 0.02], [-0.04, -0.01, 0.01], [0.00, 0.00, 0.00], [0.00, 0.00, 0.00], [0.00, 0.00, 0.00], [-0.01, 0.00, 0.00], [-0.11, 0.03, -0.04], [0.00, 0.00, 0.00], [0.00, 0.01, -0.01], [0.04, -0.02, 0.03], [0.04, 0.00, -0.01], [-0.01, -0.01, 0.00], [0.01, 0.01, 0.00], [-0.03, 0.00, -0.02], [0.00, 0.00, 0.00], [-0.01, -0.01, 0.00], [0.00, 0.00, 0.00], [0.00, 0.00, 0.00], [0.00, 0.00, 0.00], [0.00, 0.00, 0.00], [0.00, 0.00, -0.01], [0.00, 0.00, 0.00], [0.00, 0.00, -0.01], [0.00, 0.00, 0.00], [0.01, -0.01, 0.00], [0.02, 0.01, 0.01], [0.00, 0.00, 0.00], [0.00, 0.00, 0.00], [0.00, 0.00, 0.00], [0.00, 0.00, 0.00], [-0.01, 0.00, 0.00], [-0.01, 0.00, 0.01], [0.05, 0.00, 0.05], [0.00, -0.01, 0.03], [0.02, -0.01, -0.01], [0.00, 0.00, 0.02], [0.01, 0.03, 0.05], [-0.02, -0.04, 0.04], [-0.01, 0.00, -0.03], [0.00, 0.00, 0.00], [0.01, 0.00, 0.00], [0.00, 0.00, 0.00], [-0.03, 0.02, -0.03], [-0.02, 0.02, -0.08], [0.00, -0.01, 0.01], [-0.07, 0.04, -0.02], [0.01, 0.01, 0.01], [0.00, -0.01, 0.00], [0.00, 0.00, 0.00], [0.00, 0.00, 0.01], [0.00, 0.00, 0.00], [0.02, 0.01, -0.03], [-0.01, 0.00, 0.00], [0.00, 0.00, 0.00], [0.00, 0.00, 0.00], [-0.01, 0.01, 0.01], [0.00, 0.00, 0.00], [-0.01, 0.00, 0.00], [0.00, -0.01, -0.03], [0.00, 0.01, 0.00], [0.00, 0.00, 0.00], [0.00, 0.00, 0.00], [0.00, 0.00, 0.00], [0.00, 0.00, 0.00], [0.02, -0.01, 0.01], [0.00, 0.00, 0.00], [0.00, 0.00, 0.00], [0.00, 0.00, 0.00]]}

---

No. 3
{"formula": "C4H10NO3", "method": "ωB97M-V/def2-TZVPD", "de_lowest_ev": 2.2095, "e_tot_ha": -438.90404, "homo_ev": -4.391, "gap_ev": 8.43, "fmax_ha_per_bohr": 0.06500, "charge": -1, "symbols": ["C", "N", "C", "C", "C", "O", "O", "H", "H", "H", "H", "H", "H", "H", "H", "H", "H", "O"], "xyz": [[-1.2516, 1.8606, 0.2725], [-1.8719, 0.5388, -0.0012], [-0.8776, -1.5465, -1.1231], [-0.8342, -0.5825, 0.1157], [0.5919, -0.0284, 0.2324], [1.1383, -0.5190, 1.2495], [1.1761, 0.6182, -0.6398], [-0.4763, 2.1709, -0.3991], [-0.7977, 1.7951, 1.1937], [-1.9491, 2.6756, 0.0039], [-2.4113, 0.7958, -0.8693], [-0.0906, -1.2742, -1.7347], [-0.8592, -2.6488, -0.8656], [-1.8618, -1.2744, -1.6509], [-1.0431, -1.2185, 0.9632], [4.1118, -0.0340, 0.4677], [3.1677, -0.7245, 1.5691], [4.1385, -0.6044, 1.2160]], "atomic_forces_ev_per_a": [[-1.34, 0.05, -2.33], [0.14, 1.25, -0.50], [-3.14, 0.07, 1.13], [-1.39, 0.57, -2.32], [1.06, -1.80, 0.89], [0.66, -0.06, 1.20], [-0.47, 0.67, -1.03], [0.93, -0.59, -0.63], [0.48, 0.72, 2.49], [-0.47, -0.32, 1.35], [1.12, -1.91, 0.64], [1.61, 0.28, -1.54], [0.01, 1.33, -0.21], [1.31, -0.86, 0.47], [-0.20, 0.51, 0.56], [-0.72, 0.63, -0.76], [1.97, 0.78, -1.64], [-1.56, -1.32, 2.21]]}